Run w
C4H5N3O4 as an isolated structure. Source: OMol25; level of theory: ωB97M-V/def2-TZVPD.

Its LUMO energy is 0.117 eV. The HOMO energy comes out at -9.55 eV. The calculation puts the orbital gap at 9.66 eV.

ORCA input file:
```
! RIJCOSX wB97M-V def2-TZVPD def2/J DEFGRID3
* xyz 0 1
C 0.6329 -0.7671 0.1458
C 0.9992 -0.7843 -1.5202
C 0.2229 0.6778 0.4090
C -1.1851 1.1248 0.7256
H -1.3208 -1.9168 -0.3153
H -0.8968 -1.4524 1.2184
H 1.6428 -0.5988 0.2747
H 1.0127 -2.8781 -0.9919
H -1.3333 3.1170 0.8177
N -0.2019 -1.7809 0.3561
N 1.1130 1.5884 0.5019
N -0.9471 2.3549 1.0268
O 1.0409 -2.0544 -2.0093
O 1.1984 0.0963 -2.1419
O 0.2719 2.7592 0.8388
O -2.2497 0.5143 0.6637
*
```


Run x
A 2-piece molecular cluster, C4H5N3O4 overall. Source: OMol25; level of theory: ωB97M-V/def2-TZVPD.

Its LUMO energy (alpha / beta) is -0.665 / -0.663 eV. The HOMO energy (alpha / beta) comes out at -8.81 / -8.81 eV. The calculation puts the orbital gap (alpha / beta) at 8.15 / 8.15 eV.

ORCA input file:
```
! RIJCOSX wB97M-V def2-TZVPD def2/J DEFGRID3
* xyz 0 1
C 2.0478 -1.3865 -1.6854
C -1.5660 -1.4743 0.0512
C -1.2526 -0.1707 -0.0806
C -0.2279 0.5073 0.6312
N 1.2279 -0.5603 -1.7100
N -0.0566 1.8141 0.3282
N 0.7206 -0.1168 1.4941
O 0.8262 2.5910 0.7442
O 1.8908 -0.0191 1.1395
O -0.8945 2.4853 -0.4933
O 0.2653 -0.7649 2.4119
H -2.2802 -2.0050 -0.5390
H -0.9779 -2.2240 0.6602
H 2.6517 -2.3303 -1.6505
H -0.6622 3.3471 -0.3733
H -1.7122 0.3072 -0.9283
*
```


Relative calculated energies, zero for the most stable structure, unit eV: run w 0.000; run x 0.145.


Run w
One molecule with the formula C3H4N2O4. Source: OMol25; level of theory: ωB97M-V/def2-TZVPD.

Its LUMO energy (alpha / beta) is -0.948 / -0.947 eV. The HOMO energy (alpha / beta) comes out at -9.46 / -9.46 eV. The calculation puts the orbital gap (alpha / beta) at 8.52 / 8.52 eV.

ORCA input file:
```
! RIJCOSX wB97M-V def2-TZVPD def2/J DEFGRID3
* xyz 0 1
C -0.6445 -1.3648 -0.3668
C -0.3855 0.0082 -0.0142
C -1.0215 1.4170 -0.1783
N -0.2888 2.4799 -0.0169
N -2.4256 1.4298 -0.6105
O -0.6139 3.6784 -0.0852
O 1.0173 2.1806 0.4050
O -2.9421 0.3678 -0.5528
O -2.9281 2.4501 -0.9315
H -1.5408 -1.7468 -0.8968
H -0.1182 -2.2681 -0.1147
H 0.4187 0.2378 0.7235
H 1.5022 2.9411 0.0430
*
```


Run x
C3H4N2O4 as an isolated structure. Source: OMol25; level of theory: ωB97M-V/def2-TZVPD.

Its LUMO energy is -0.787 eV. The HOMO energy comes out at -9.06 eV. The calculation puts the orbital gap at 8.28 eV.

ORCA input file:
```
! RIJCOSX wB97M-V def2-TZVPD def2/J DEFGRID3
* xyz 0 1
C 1.6644 -1.0296 0.2151
N 0.2599 -1.1650 -0.2154
N -0.5930 0.1339 0.8480
C -0.4668 1.2574 -0.3614
C -1.9348 0.8504 -0.6046
O 0.0256 -0.5213 -1.3103
O -1.9661 0.0479 0.5530
O 0.2423 2.1792 -0.4858
O -2.7886 1.0401 -1.3863
H -0.4748 0.3227 1.8466
H 2.1996 -1.7902 -0.3570
H 2.0836 -0.0459 -0.0154
H 1.7487 -1.2796 1.2734
*
```


Relative calculated energies, zero for the most stable structure, unit eV: run w 2.026; run x 0.000.


Run w
An isolated ion of composition C7H7N2S and charge +1. Source: OMol25; level of theory: ωB97M-V/def2-TZVPD.

Its LUMO energy is -4.857 eV. The HOMO energy comes out at -11.90 eV. The calculation puts the orbital gap at 7.04 eV.

ORCA input file:
```
! RIJCOSX wB97M-V def2-TZVPD def2/J DEFGRID3
* xyz 1 1
C -1.4277 0.4144 -0.9638
C 1.8609 -1.4563 0.1417
C -1.4000 -0.9137 -0.8130
C 2.7315 -0.4101 0.2482
C 0.5660 -1.6053 0.3787
C -0.6469 1.4145 -0.0815
C 0.7001 1.4725 -0.0234
N -0.6826 -1.6327 0.1710
N -1.3970 2.2261 0.7395
S 2.2536 1.1047 -0.3573
H -2.2180 1.0020 -1.4323
H 2.4009 -2.5177 0.0844
H -2.0255 -1.4085 -1.4961
H 3.7574 -0.4841 0.5085
H -1.2833 -2.3445 0.6942
H -2.3503 2.3405 0.7434
H -0.8391 2.7981 1.4578
*
```


Run x
C7H7N2S as an isolated structure. Source: OMol25; level of theory: ωB97M-V/def2-TZVPD.

Its LUMO energy is -5.663 eV. The HOMO energy comes out at -13.56 eV. The calculation puts the orbital gap at 7.90 eV.

ORCA input file:
```
! RIJCOSX wB97M-V def2-TZVPD def2/J DEFGRID3
* xyz 1 1
C -1.3950 -1.0175 2.8246
C -2.0276 -0.0077 3.2410
C 1.1377 -1.7194 0.4625
C -0.2557 -1.1284 2.0714
C -0.0937 0.3789 1.6825
C 0.0918 0.5201 0.1892
C -1.1938 0.3700 -0.6668
N 0.3834 -2.0735 1.4980
N 0.9844 -0.5760 -0.1727
S -1.3030 1.3906 2.7119
H 1.9005 -2.5003 0.3233
H 0.9624 0.5852 2.0993
H 0.5317 1.5283 -0.1460
H -2.0129 -0.0938 -0.1867
H -1.0683 -0.1512 -1.5386
H -1.5512 1.2949 -1.0177
H 1.5040 -0.5293 -1.0082
*
```


Relative calculated energies, zero for the most stable structure, unit eV: run w 0.620; run x 0.000.